The following is a DFT calculation (wB97M-V/def2-TZVPD) of 2 unconnected molecules or ions with the total composition C3H6Cl2Si in a non-equilibrium geometry.

Largest force on an atom ... 0.0363 Eh/bohr
Kohn-Sham gap (spin up / spin down) ... 7.62 / 7.71 eV
Multiplicity ... 3
LUMO (spin up / spin down) ... 0.83 / -2.05 eV
Energy above the lowest of the compared OMol25 structures with the same formula, charge and spin ... 228.9 kJ/mol
E_tot ... -1327.58960 hartree
HOMO (spin up / spin down) ... -6.78 / -9.77 eV
Net charge ... 0

Element x y z (Å)
C  1.606  0.244  -2.294
C  1.867  0.733  -1.123
C  -1.986  -1.005  1.403
Si  -0.677  0.354  1.409
Cl  2.629  0.388  -3.773
Cl  3.215  1.633  -0.634
H  0.717  -0.319  -2.509
H  -1.535  -1.979  1.587
H  -2.732  -0.837  2.175
H  -2.512  -1.056  0.454
H  -1.124  1.706  1.132
H  0.532  0.137  2.173

Results of the Löwdin charge analysis, in e, for atoms 1 through 4: -0.644 -0.604 -0.358 0.658